Record 1
# C11H12AsN7OReS8

C11H12AsN7OReS8 as an isolated structure (ωB97M-V with the def2-TZVPD basis set, the Open Molecules 2025 dataset).

HOMO energy = -11.6 eV
HOMO-LUMO gap = 7.034 eV
Max |F| = 0.42 eV/Å
Energy relative to the best compared isomer or geometry (same formula, charge and spin) = 13.78 kJ/mol

ORCA input file:
```
! wB97M-V def2-TZVPD RIJCOSX def2/J DEFGRID3
* xyz 1 1
Re -0.36 -1.57 0.48
O -3.16 3.12 4.20
C -3.06 2.11 3.59
S -3.69 0.52 4.18
C -3.14 -0.34 2.80
C -2.44 0.30 1.85
S -2.48 -0.88 0.52
S -2.17 2.00 2.01
S -3.50 -1.94 2.16
S -1.93 -3.25 -3.88
As -3.59 -3.64 -2.47
S -2.53 -4.08 -0.50
S -0.59 -3.35 -0.77
S -2.91 -1.60 -3.01
N -0.71 0.57 5.98
C -0.05 -0.09 5.31
N 0.72 -0.87 4.55
C 0.36 -1.29 3.44
N 0.10 -1.74 2.37
C 0.23 -0.04 -2.16
N 1.10 0.85 -2.87
C 1.10 2.16 -2.21
N 1.60 2.05 -0.83
C 0.73 1.18 -0.10
N 0.70 -0.21 -0.71
C 2.13 -0.72 -0.78
N 2.97 0.18 -1.50
C 2.46 0.32 -2.87
C 2.95 1.50 -0.86
H 0.22 -1.03 -2.62
H -0.79 0.35 -2.12
H 0.09 2.57 -2.20
H 1.75 2.84 -2.76
H -0.29 1.56 -0.12
H 1.07 1.08 0.94
H 2.11 -1.70 -1.27
H 2.49 -0.82 0.25
H 2.47 -0.66 -3.36
H 3.11 0.99 -3.43
H 3.60 2.18 -1.40
H 3.32 1.40 0.17
*
```

***

Record 2
# C11H12BBr2F3N6Sn

C11H12BBr2F3N6Sn as an isolated structure in a non-equilibrium geometry (ωB97M-V with the def2-TZVPD basis set, the Open Molecules 2025 dataset).

HOMO energy = -16.1 eV
HOMO-LUMO gap = 7.634 eV
Max |F| = 1.89 eV/Å
Energy relative to the best compared isomer or geometry (same formula, charge and spin) = 15.78 kJ/mol

ORCA input file:
```
! wB97M-V def2-TZVPD RIJCOSX def2/J DEFGRID3
* xyz 2 1
Sn 0.11 -0.16 0.10
C 4.44 -0.07 -0.09
C 3.23 -0.54 -0.54
N 2.23 0.06 0.15
N 2.80 0.92 1.02
C 4.13 0.85 0.90
B 1.91 1.82 1.90
N 1.04 0.92 2.79
C 0.91 0.85 4.12
C -0.08 -0.07 4.44
C -0.52 -0.55 3.22
N 0.17 0.04 2.23
N 0.95 2.59 0.96
C 0.80 3.91 0.81
C -0.17 4.15 -0.16
C -0.59 2.91 -0.57
N 0.10 1.96 0.11
H 5.42 -0.36 -0.42
H 3.01 -1.25 -1.32
H 4.77 1.46 1.52
H 2.57 2.57 2.56
H 1.52 1.46 4.76
H -0.41 -0.36 5.42
H -1.30 -1.27 3.00
H 1.38 4.60 1.39
H -0.52 5.11 -0.51
H -1.33 2.64 -1.31
Br -0.66 0.18 -2.94
C -2.56 0.05 -2.58
Br -2.94 0.11 -0.69
H -2.92 -0.88 -2.98
H -3.04 0.91 -3.05
F -0.96 -2.84 0.87
C -0.08 -2.50 -0.04
F 1.12 -2.92 0.25
F -0.46 -2.83 -1.24
*
```

***

Record 3
# C11H12Cl2N2O2Os

C11H12Cl2N2O2Os as an isolated structure in a non-equilibrium geometry (ωB97M-V with the def2-TZVPD basis set, the Open Molecules 2025 dataset).

HOMO energy (alpha / beta) = -14.6 / -14.6 eV
HOMO-LUMO gap (alpha / beta) = 6.941 / 6.932 eV
Max |F| = 1.04 eV/Å
Energy relative to the best compared isomer or geometry (same formula, charge and spin) = 192.30 kJ/mol

ORCA input file:
```
! wB97M-V def2-TZVPD RIJCOSX def2/J DEFGRID3
* xyz 2 1
Os -0.66 1.10 -0.27
Cl -2.64 1.07 -1.69
C -3.14 2.69 -1.10
Cl -1.96 3.11 0.18
H -4.14 2.62 -0.68
H -3.07 3.40 -1.91
O 0.83 0.72 -1.49
N 2.19 0.82 -1.35
C 2.76 1.16 -0.19
C 4.13 1.26 -0.11
C 4.90 1.01 -1.24
C 4.27 0.64 -2.42
C 2.89 0.55 -2.46
H 2.09 1.34 0.64
H 4.58 1.54 0.83
H 5.97 1.09 -1.20
H 4.83 0.43 -3.32
H 2.31 0.29 -3.33
O -1.78 0.51 1.24
N -1.95 -0.82 1.48
C -3.21 -1.22 1.71
C -3.47 -2.54 1.99
C -2.42 -3.45 2.03
C -1.13 -2.99 1.81
C -0.91 -1.66 1.54
H -3.96 -0.44 1.66
H -4.49 -2.85 2.17
H -2.60 -4.49 2.23
H -0.28 -3.66 1.85
H 0.06 -1.22 1.39
*
```

***

Record 4
# C11H12Cl2N3

A 2-piece molecular cluster, C11H12Cl2N3 overall in a non-equilibrium geometry (ωB97M-V with the def2-TZVPD basis set, the Open Molecules 2025 dataset).

HOMO energy = -13.3 eV
HOMO-LUMO gap = 8.603 eV
Max |F| = 3.18 eV/Å

ORCA input file:
```
! wB97M-V def2-TZVPD RIJCOSX def2/J DEFGRID3
* xyz 1 1
C 3.19 -1.71 1.02
C 2.89 -0.40 1.36
C 1.52 -0.12 1.44
C 0.62 -1.12 1.18
C -0.85 -0.77 1.33
C -1.47 -1.01 2.56
C -2.79 -0.62 2.62
C -3.30 -0.06 1.43
N -2.70 0.11 0.29
N -1.44 -0.27 0.27
N 0.85 -2.38 0.81
C 2.17 -2.60 0.75
H 4.22 -2.04 0.95
H 3.67 0.32 1.57
H 1.18 0.88 1.71
H -0.96 -1.43 3.41
H -3.37 -0.75 3.52
H -4.34 0.28 1.47
H -0.91 -0.13 -0.61
H 2.45 -3.61 0.45
Cl 1.00 1.96 -5.23
C -0.31 2.45 -4.12
C 0.02 2.13 -2.69
Cl 0.04 0.36 -2.39
H -1.22 1.96 -4.44
H -0.43 3.53 -4.23
H -0.73 2.55 -2.03
H 0.99 2.52 -2.40
*
```

***

Number 1: total energy -173722.354 eV. Number 2: total energy -175273.161 eV. Number 3: total energy -46167.298 eV. Number 4: total energy -41109.572 eV.